Below is a 22-piece molecular cluster, C87H79N9O44 overall, with properties calculated with the ωB97M-V functional and the def2-TZVPD basis.

Each atom is followed by the atoms it is bonded to, with distances in Å.
Element x y z (Å)
1 C 4.83732 2.96668 -2.84987  N2 1.455, H5 1.084, H6 1.076, H7 1.095
2 N 5.06420 1.93870 -1.84502  C1 1.455, O3 1.223, O4 1.186
3 O 5.64239 0.90670 -2.15715  N2 1.223
4 O 4.55784 2.13725 -0.79102  N2 1.186
5 H 5.61409 2.81056 -3.59013  C1 1.084
6 H 4.88492 3.91246 -2.33837  C1 1.076
7 H 3.86629 2.70796 -3.28365  C1 1.095
8 C -3.68731 -1.36572 4.07602  N9 1.481, H12 1.055, H13 1.095, H14 1.060
9 N -2.60861 -1.96674 3.25890  C8 1.481, O10 1.207, O11 1.208
10 O -1.85849 -1.22649 2.67003  N9 1.207
11 O -2.49046 -3.16862 3.22236  N9 1.208
12 H -4.30349 -0.81847 3.41761  C8 1.055
13 H -3.25614 -0.58788 4.71535  C8 1.095
14 H -4.33018 -2.12507 4.44077  C8 1.060
15 C 3.30124 -4.60910 -0.18951  N16 1.466, H19 1.086, H20 1.086, H21 1.090
16 N 4.38997 -5.58328 -0.06442  C15 1.466, O17 1.180, O18 1.228
17 O 4.30149 -6.56421 -0.71373  N16 1.180
18 O 5.29920 -5.26790 0.69867  N16 1.228
19 H 2.40131 -5.15562 0.07786  C15 1.086
20 H 3.27422 -4.30641 -1.23183  C15 1.086
21 H 3.44298 -3.77076 0.49330  C15 1.090
22 C 2.49932 -0.37434 4.71644  N23 1.506, H26 1.088, H27 1.085, H28 1.102
23 N 1.19617 0.27009 5.11069  C22 1.506, O24 1.207, O25 1.235
24 O 0.18352 -0.37590 4.99000  N23 1.207
25 O 1.22195 1.45703 5.44916  N23 1.235
26 H 3.09195 0.04095 5.52842  C22 1.088
27 H 2.84283 0.11888 3.81333  C22 1.085
28 H 2.49502 -1.47677 4.70549  C22 1.102
29 C -2.92494 4.26894 -4.69972  N30 1.467, H33 1.101, H34 1.104, H35 1.102
30 N -1.64389 4.19844 -3.98795  C29 1.467, O31 1.210, O32 1.204
31 O -1.34693 3.23222 -3.32245  N30 1.210
32 O -0.89942 5.12662 -4.17113  N30 1.204
33 H -3.11746 5.29605 -5.04784  C29 1.101
34 H -3.68833 3.82296 -4.03854  C29 1.104
35 H -2.74462 3.67746 -5.61139  C29 1.102
36 C 3.10342 -0.52155 -2.86731  N37 1.475, H40 1.073, H41 1.116, H42 1.089
37 N 3.51072 -1.54540 -1.88738  C36 1.475, O38 1.234, O39 1.202
38 O 4.22195 -2.47664 -2.27536  N37 1.234
39 O 3.15818 -1.33084 -0.75823  N37 1.202
40 H 2.26971 -0.90192 -3.42578  C36 1.073
41 H 4.03896 -0.24724 -3.41054  C36 1.116
42 H 2.76532 0.33176 -2.28149  C36 1.089
43 C -1.47231 -3.43043 -2.93112  N44 1.450, H47 1.090, H48 1.113, H49 1.064
44 N -0.62556 -3.74600 -1.79757  C43 1.450, O45 1.203, O46 1.242
45 O 0.56342 -3.57593 -1.86478  N44 1.203
46 O -1.21069 -4.03569 -0.74110  N44 1.242
47 H -1.92638 -2.47829 -2.65612  C43 1.090
48 H -2.24005 -4.23359 -2.87167  C43 1.113
49 H -0.86166 -3.32596 -3.79570  C43 1.064
50 C 6.96237 2.80722 1.27158  N51 1.487, H54 1.135, H55 1.062, H56 1.055
51 N 7.71361 4.05639 0.97820  C50 1.487, O52 1.222, O53 1.220
52 O 8.91443 4.08166 1.20137  N51 1.222
53 O 7.07242 4.99721 0.53956  N51 1.220
54 H 6.08981 3.03658 1.96028  C50 1.135
55 H 7.66416 2.15384 1.72794  C50 1.062
56 H 6.52349 2.54622 0.34791  C50 1.055
57 C 3.55430 -4.70227 -4.47147  N58 1.487, H61 1.080, H62 1.110, H63 1.069
58 N 3.06214 -3.32002 -4.71355  C57 1.487, O59 1.211, O60 1.230
59 O 3.78342 -2.51373 -5.25768  N58 1.211
60 O 1.88782 -3.11923 -4.40609  N58 1.230
61 H 3.60291 -4.80726 -3.39796  C57 1.080
62 H 4.52593 -4.82072 -4.99404  C57 1.110
63 H 2.78249 -5.35604 -4.81884  C57 1.069
64 C -0.66941 6.97516 4.14524  C65 1.355, C70 1.464, H72 1.091
65 C -1.22326 6.51538 5.29308  C64 1.355, C66 1.489, H73 1.087
66 C -1.23178 5.05623 5.59001  C65 1.489, O67 1.216, C68 1.478
67 O -1.75135 4.54707 6.56424  C66 1.216
68 C -0.41164 4.23251 4.67648  C66 1.478, C69 1.317, H74 1.096
69 C 0.32379 4.69281 3.68509  C68 1.317, C70 1.511, H75 1.054
70 C 0.18512 6.14562 3.29322  C64 1.464, C69 1.511, O71 1.220
71 O 0.67002 6.63420 2.28631  C70 1.220
72 H -0.58943 8.03140 3.88265  C64 1.091
73 H -1.65766 7.17355 6.04115  C65 1.087
74 H -0.40710 3.15081 4.85185  C68 1.096
75 H 0.87444 4.05216 3.05479  C69 1.054
76 C 1.20469 -5.73274 4.21769  C77 1.320, C82 1.452, H84 1.093
77 C 0.70814 -6.82784 3.67237  C76 1.320, C78 1.419, H85 1.073
78 C 0.21614 -6.86221 2.34210  C77 1.419, O79 1.240, C80 1.507
79 O 0.21134 -7.82703 1.56308  C78 1.240
80 C -0.27327 -5.55750 1.76804  C78 1.507, C81 1.347, H86 1.069
81 C 0.18195 -4.40741 2.30058  C80 1.347, C82 1.536, H87 1.093
82 C 0.98036 -4.43181 3.61312  C76 1.452, C81 1.536, O83 1.232
83 O 1.30596 -3.34832 4.10166  C82 1.232
84 H 1.58522 -5.75087 5.24210  C76 1.093
85 H 0.76355 -7.81596 4.08691  C77 1.073
86 H -0.73405 -5.64726 0.80770  C80 1.069
87 H -0.11664 -3.43564 1.89991  C81 1.093
88 C 3.57000 7.17458 0.29757  C89 1.311, C94 1.493, H96 1.089
89 C 3.61696 6.02845 -0.33696  C88 1.311, C90 1.479, H97 1.084
90 C 2.53692 5.73329 -1.30323  C89 1.479, O91 1.218, C92 1.485
91 O 2.36986 4.61719 -1.76071  C90 1.218
92 C 1.65467 6.85804 -1.70562  C90 1.485, C93 1.323, H98 1.067
93 C 1.68207 8.04839 -1.12798  C92 1.323, C94 1.502, H99 1.105
94 C 2.59277 8.27432 0.04540  C88 1.493, C93 1.502, O95 1.200
95 O 2.50510 9.25687 0.72884  C94 1.200
96 H 4.26565 7.36494 1.11413  C88 1.089
97 H 4.33128 5.23311 -0.15841  C89 1.084
98 H 0.94988 6.68099 -2.48702  C92 1.067
99 H 1.02078 8.86127 -1.47858  C93 1.105
100 C -4.59897 -4.89590 1.31050  C101 1.357, C106 1.448, H108 1.075
101 C -4.11246 -4.05637 0.36160  C100 1.357, C102 1.484, H109 1.064
102 C -4.69596 -3.82108 -0.98250  C101 1.484, O103 1.233, C104 1.470
103 O -4.44123 -2.80612 -1.63485  C102 1.233
104 C -5.77370 -4.78182 -1.25890  C102 1.470, C105 1.353, H110 1.086
105 C -6.34143 -5.53302 -0.28733  C104 1.353, C106 1.480, H111 1.080
106 C -5.71915 -5.77130 1.03429  C100 1.448, C105 1.480, O107 1.225
107 O -6.26951 -6.55175 1.80149  C106 1.225
108 H -4.13621 -4.87312 2.28069  C100 1.075
109 H -3.32546 -3.38168 0.60333  C101 1.064
110 H -6.28899 -4.81951 -2.21371  C104 1.086
111 H -7.20552 -6.14812 -0.48937  C105 1.080
112 C -0.66474 0.46368 -6.32862  C113 1.311, C118 1.480, H120 1.103
113 C 0.03769 0.66061 -5.23875  C112 1.311, C114 1.496, H121 1.103
114 C 0.92259 1.86242 -5.12996  C113 1.496, O115 1.216, C116 1.497
115 O 1.78561 1.90639 -4.27463  C114 1.216
116 C 0.74953 2.99924 -6.08871  C114 1.497, C117 1.328, H122 1.089
117 C -0.12248 2.87321 -7.08227  C116 1.328, C118 1.448, H123 1.084
118 C -0.89887 1.65400 -7.17617  C112 1.480, C117 1.448, O119 1.190
119 O -1.85130 1.61955 -7.88852  C118 1.190
120 H -1.14160 -0.46385 -6.68849  C112 1.103
121 H 0.23455 -0.17536 -4.54697  C113 1.103
122 H 1.40758 3.85759 -5.96307  C116 1.089
123 H -0.37233 3.57151 -7.87303  C117 1.084
124 C 5.57242 -0.69697 1.07080  C125 1.330, C130 1.493, H132 1.095
125 C 6.11779 -1.60951 0.27219  C124 1.330, C126 1.460, H133 1.088
126 C 6.93173 -2.64404 0.90477  C125 1.460, O127 1.216, C128 1.460
127 O 7.72579 -3.29455 0.25278  C126 1.216
128 C 6.79650 -2.92141 2.33208  C126 1.460, C129 1.292, H134 1.071
129 C 6.23002 -2.08614 3.13911  C128 1.292, C130 1.450, H135 1.060
130 C 5.62284 -0.90941 2.54771  C124 1.493, C129 1.450, O131 1.196
131 O 5.01029 -0.17175 3.26194  C130 1.196
132 H 4.96988 0.17268 0.78994  C124 1.095
133 H 6.10712 -1.61460 -0.81568  C125 1.088
134 H 7.27780 -3.80660 2.69408  C128 1.071
135 H 6.17591 -2.25241 4.18418  C129 1.060
136 C 3.18115 5.90738 3.82161  C137 1.314, C142 1.506, H144 1.074
137 C 2.60452 5.93864 5.00205  C136 1.314, C138 1.503, H145 1.126
138 C 2.71086 4.78621 5.96156  C137 1.503, O139 1.202, C140 1.495
139 O 2.02460 4.72749 6.94649  C138 1.202
140 C 3.58360 3.67537 5.47277  C138 1.495, C141 1.342, H146 1.077
141 C 4.02398 3.61298 4.20666  C140 1.342, C142 1.461, H147 1.045
142 C 3.98671 4.75119 3.29087  C136 1.506, C141 1.461, O143 1.206
143 O 4.56472 4.71423 2.23319  C142 1.206
144 H 3.19600 6.75179 3.15855  C136 1.074
145 H 2.07371 6.86163 5.36726  C137 1.126
146 H 3.76827 2.80543 6.08080  C140 1.077
147 H 4.54083 2.75394 3.91131  C141 1.045
148 C -4.73722 2.19333 6.85509  C149 1.345, C154 1.532, H156 1.106
149 C -4.99838 2.81631 5.69200  C148 1.345, C150 1.488, H157 1.096
150 C -4.00218 2.77590 4.58777  C149 1.488, O151 1.212, C152 1.481
151 O -4.22919 3.46201 3.61481  C150 1.212
152 C -2.78848 1.94636 4.76459  C150 1.481, C153 1.330, H158 1.074
153 C -2.40745 1.48426 5.95182  C152 1.330, C154 1.534, H159 1.112
154 C -3.38193 1.53693 7.13570  C148 1.532, C153 1.534, O155 1.214
155 O -3.13091 0.96631 8.17685  C154 1.214
156 H -5.45146 2.11825 7.69560  C148 1.106
157 H -5.93823 3.34250 5.49174  C149 1.096
158 H -2.16146 1.87459 3.89598  C152 1.074
159 H -1.44606 0.94742 6.10992  C153 1.112
160 C -4.00170 -9.59560 -1.46528  C161 1.330, C166 1.528, H168 1.099
161 C -3.84404 -8.58166 -2.31189  C160 1.330, C162 1.502, H169 1.056
162 C -3.23376 -7.24579 -1.99496  C161 1.502, O163 1.203, C164 1.514
163 O -3.23723 -6.33034 -2.77477  C162 1.203
164 C -2.80679 -7.11794 -0.54771  C162 1.514, C165 1.297, H170 1.098
165 C -3.04731 -8.07552 0.29351  C164 1.297, C166 1.491, H171 1.081
166 C -3.79790 -9.33585 0.02656  C160 1.528, C165 1.491, O167 1.207
167 O -4.39143 -9.93035 0.89295  C166 1.207
168 H -4.44081 -10.55409 -1.77416  C160 1.099
169 H -4.08927 -8.67603 -3.33459  C161 1.056
170 H -2.31249 -6.18417 -0.24941  C164 1.098
171 H -2.77035 -7.99871 1.33576  C165 1.081
172 C 0.23665 -0.73397 0.47793  C173 1.351, C178 1.479, H180 1.089
173 C 0.69332 -0.07589 1.56632  C172 1.351, C174 1.470, H181 1.077
174 C 1.32424 1.24825 1.47596  C173 1.470, O175 1.198, C176 1.481
175 O 1.84267 1.73775 2.43895  C174 1.198
176 C 1.37506 1.83038 0.11555  C174 1.481, C177 1.337, H182 1.091
177 C 0.97718 1.19078 -0.98898  C176 1.337, C178 1.498, H183 1.105
178 C 0.37077 -0.17556 -0.88506  C172 1.479, C177 1.498, O179 1.249
179 O 0.04187 -0.84840 -1.88513  C178 1.249
180 H -0.27942 -1.66875 0.69372  C172 1.089
181 H 0.71721 -0.49014 2.56050  C173 1.077
182 H 1.76037 2.84307 -0.01271  C176 1.091
183 H 1.18612 1.55907 -2.01011  C177 1.105
184 C -0.84934 4.55103 0.33364  C185 1.344, C190 1.470, H192 1.083
185 C -1.41009 5.49011 -0.44753  C184 1.344, C186 1.498, H193 1.070
186 C -2.81920 5.29638 -0.91668  C185 1.498, O187 1.205, C188 1.502
187 O -3.24513 5.91966 -1.85550  C186 1.205
188 C -3.66328 4.28837 -0.19073  C186 1.502, C189 1.317, H194 1.091
189 C -3.10240 3.38516 0.58592  C188 1.317, C190 1.491, H195 1.065
190 C -1.64055 3.43606 0.87309  C184 1.470, C189 1.491, O191 1.215
191 O -1.19371 2.78527 1.79649  C190 1.215
192 H 0.16758 4.61255 0.70105  C184 1.083
193 H -0.89757 6.34652 -0.83344  C185 1.070
194 H -4.73937 4.32084 -0.36498  C188 1.091
195 H -3.62693 2.57540 1.03763  C189 1.065
196 C -5.70367 -3.38952 -7.17639  C197 1.339, C202 1.457, H204 1.091
197 C -4.60325 -3.18809 -7.91230  C196 1.339, C198 1.421, H205 1.084
198 C -3.47284 -2.56025 -7.32224  C197 1.421, O199 1.212, C200 1.425
199 O -2.64727 -2.01130 -8.01972  C198 1.212
200 C -3.38392 -2.41711 -5.90709  C198 1.425, C201 1.306, H206 1.080
201 C -4.45385 -2.59084 -5.17819  C200 1.306, C202 1.485, H207 1.094
202 C -5.68013 -3.22162 -5.72881  C196 1.457, C201 1.485, O203 1.205
203 O -6.56909 -3.56253 -4.98956  C202 1.205
204 H -6.61805 -3.84525 -7.55803  C196 1.091
205 H -4.57401 -3.43443 -8.96733  C197 1.084
206 H -2.49825 -1.89173 -5.58032  C200 1.080
207 H -4.36445 -2.27531 -4.13442  C201 1.094
208 C -5.46857 -0.10693 -1.28882  C209 1.339, C214 1.480, H216 1.122
209 C -5.35598 0.47252 -2.49056  C208 1.339, C210 1.500, H217 1.106
210 C -4.02997 0.85131 -3.08110  C209 1.500, O211 1.216, C212 1.524
211 O -3.90605 1.23830 -4.22695  C210 1.216
212 C -2.86707 0.62958 -2.12112  C210 1.524, C213 1.314, H218 1.075
213 C -3.00945 0.06556 -0.94239  C212 1.314, C214 1.492, H219 1.093
214 C -4.32358 -0.37313 -0.38989  C208 1.480, C213 1.492, O215 1.215
215 O -4.50877 -0.78146 0.73974  C214 1.215
216 H -6.48270 -0.35801 -0.88050  C208 1.122
217 H -6.20510 0.59403 -3.18939  C209 1.106
218 H -1.92367 0.89240 -2.56458  C212 1.075
219 H -2.08848 -0.20160 -0.41740  C213 1.093

## Properties
E_LUMO   -2.097 eV
Multiplicity   1
HOMO-LUMO gap   7.92 eV

These are the Löwdin partial charges, in e, on atoms 1 to 4: 0.064 -0.444 0.054 0.065